ORCA calculation (ωB97M-V/def2-TZVPD) on a structure of composition C15H29OTi at a distorted geometry.

Calculated values
**<S²>**: 0.755
**HOMO level (alpha / beta)**: -16.557 / -16.534 eV
**Lowest unoccupied orbital energy (alpha / beta)**: -8.1 / -7.9 eV
**HOMO-LUMO gap (alpha / beta)**: 8.5 / 8.6 eV

ORCA input file:
```
! wB97M-V def2-TZVPD RIJCOSX def2/J DEFGRID3
* xyz 2 2
C 1.534 -2.700 -0.210
H 2.019 -3.581 0.270
H 1.414 -2.885 -1.290
H 0.513 -2.592 0.176
C 2.402 -1.414 -0.098
H 1.879 -0.488 -0.559
H 2.589 -1.126 0.944
C 3.748 -1.708 -0.808
H 4.511 -0.945 -0.650
H 4.171 -2.657 -0.451
H 3.588 -1.771 -1.885
C -1.027 1.934 -0.724
C 0.242 1.968 -1.440
C 0.292 0.790 -2.311
C -0.928 0.039 -2.105
C -1.731 0.720 -1.112
C -3.103 0.292 -0.715
C -1.326 -1.195 -2.849
C 1.369 0.410 -3.277
C 1.336 2.971 -1.267
C -1.562 2.977 0.196
Ti 0.155 0.280 -0.236
H -2.066 -1.788 -2.296
H -1.790 -0.937 -3.813
H -0.470 -1.847 -3.077
H -3.198 -0.802 -0.759
H -3.360 0.626 0.296
H -3.863 0.709 -1.397
H -0.757 3.534 0.694
H -2.162 3.702 -0.374
H -2.224 2.550 0.961
H 2.311 2.532 -1.514
H 1.209 3.860 -1.904
H 1.372 3.317 -0.227
H 1.565 -0.670 -3.239
H 1.103 0.635 -4.320
H 2.318 0.914 -3.067
C -0.942 -0.578 3.738
C -0.950 0.663 2.854
O 0.092 0.606 1.828
H -1.112 -1.477 3.144
H -1.735 -0.483 4.479
H -0.002 -0.709 4.299
H -1.900 0.783 2.309
H -0.766 1.561 3.447
H 0.964 0.730 2.250
*
```

ORCA calculation (ωB97M-V/def2-TZVPD) on a cluster of 2 separate species, C3H11N3O in total at a distorted geometry.

Calculated values
**<S²>**: 0.757
**HOMO level (alpha / beta)**: -15.321 / -15.253 eV
**Lowest unoccupied orbital energy (alpha / beta)**: -3.5 / -7.7 eV
**HOMO-LUMO gap (alpha / beta)**: 11.8 / 7.6 eV

ORCA input file:
```
! wB97M-V def2-TZVPD RIJCOSX def2/J DEFGRID3
* xyz 1 2
C -0.474 0.026 -1.869
C 0.253 -1.140 -1.204
N -0.036 -1.354 0.202
C 0.487 -0.637 1.207
N 1.462 0.260 0.845
N 0.204 -0.749 2.504
H -1.456 0.199 -1.431
H -0.650 -0.116 -2.944
H 0.243 0.846 -1.636
H -0.179 -2.122 -1.664
H 1.358 -1.182 -1.257
H -0.842 -1.934 0.430
H 1.819 0.417 -0.084
H 1.623 1.075 1.415
H 0.257 0.122 3.027
H -2.089 1.916 1.077
H -0.677 1.921 0.443
O -1.304 2.454 0.938
*
```

ORCA calculation (ωB97M-V/def2-TZVPD) on the molecule C23H25ClN2O5.

Calculated values
**HOMO level**: -8.085 eV
**Lowest unoccupied orbital energy**: 0.0 eV
**HOMO-LUMO gap**: 8.1 eV
**SMILES**: COc1ccc(/C=C(\NC(=O)c2ccc(Cl)cc2)C(=O)NC[C@H]2CCCO2)cc1OC

ORCA input file:
```
! wB97M-V def2-TZVPD RIJCOSX def2/J DEFGRID3
* xyz 0 1
C -4.665 0.635 5.232
H -5.353 1.186 4.588
O -3.324 0.796 4.826
C -2.879 0.344 3.624
C -1.504 0.483 3.443
C -0.875 0.106 2.276
C -1.617 -0.443 1.232
C -2.990 -0.623 1.423
C -3.637 -0.233 2.583
O -4.988 -0.383 2.769
C -5.747 -1.000 1.759
H -5.408 -2.022 1.566
H -6.767 -1.025 2.140
H -5.725 -0.425 0.828
H -3.552 -1.065 0.616
C -1.029 -0.859 -0.029
C -0.014 -0.276 -0.695
N 0.491 0.960 -0.237
C 1.741 1.476 -0.165
O 2.738 0.951 -0.642
C 1.837 2.795 0.526
C 2.918 3.604 0.178
C 3.101 4.839 0.765
C 2.201 5.270 1.728
C 1.133 4.470 2.106
C 0.950 3.239 1.505
H 0.125 2.629 1.843
H 0.450 4.810 2.869
Cl 2.416 6.811 2.472
H 3.935 5.463 0.484
H 3.612 3.242 -0.565
H -0.214 1.469 0.281
C 0.377 -0.913 -1.999
O -0.359 -1.749 -2.503
N 1.517 -0.489 -2.565
H 2.176 0.046 -2.000
C 2.022 -1.077 -3.780
H 1.201 -1.616 -4.256
H 2.369 -0.283 -4.447
C 3.202 -2.034 -3.508
C 2.748 -3.329 -2.832
H 1.932 -3.165 -2.133
H 3.586 -3.785 -2.305
C 2.331 -4.183 -4.030
H 2.492 -5.245 -3.860
H 1.276 -4.025 -4.253
C 3.215 -3.646 -5.167
H 4.029 -4.335 -5.416
H 2.634 -3.454 -6.078
O 3.810 -2.437 -4.718
H 3.961 -1.496 -2.929
H -1.474 -1.717 -0.514
H 0.199 0.180 2.204
H -0.941 0.898 4.264
H -4.704 1.046 6.241
H -4.957 -0.416 5.256
*
```

ORCA calculation (ωB97M-V/def2-TZVPD) on a cluster of 2 separate species, C8H17N2O4S in total at a distorted geometry.

Calculated values
**HOMO level**: -12.140 eV
**Lowest unoccupied orbital energy**: -2.6 eV
**HOMO-LUMO gap**: 9.6 eV

ORCA input file:
```
! wB97M-V def2-TZVPD RIJCOSX def2/J DEFGRID3
* xyz 1 1
O -0.970 -3.304 -5.103
C -1.466 -2.250 -4.970
O -0.771 -1.215 -4.285
C -1.105 -1.389 -2.908
O -1.845 -0.310 -2.389
N 0.133 -1.642 -2.110
C 0.175 -2.787 -1.719
S -0.172 -4.245 -1.161
H -2.503 -2.036 -5.343
H -1.737 -2.309 -2.799
H -2.715 -0.654 -2.126
C 1.887 0.177 1.930
N 1.065 1.429 1.731
C 1.964 2.485 1.143
C 0.559 1.907 3.060
C -0.082 1.200 0.750
C -1.122 0.180 1.184
O -0.524 -1.094 1.376
H 2.821 0.462 2.416
H 1.352 -0.506 2.580
H 2.088 -0.265 0.957
H 2.785 2.666 1.835
H 1.383 3.395 1.001
H 2.344 2.121 0.190
H -0.039 1.121 3.515
H -0.042 2.801 2.900
H 1.415 2.129 3.694
H 0.386 0.874 -0.183
H -0.564 2.164 0.590
H -1.879 0.094 0.400
H -1.625 0.487 2.105
H -1.197 -1.685 1.738
*
```

Across the entries above, energy above the lowest of the compared OMol25 structures with the same formula, charge and spin takes the values 0.0000 0.6771 0.1972 0.0000 eV, respectively.